Record 1
Below is 2 unconnected molecules or ions with the total composition C3H10N2S in a non-equilibrium geometry, with properties calculated with wB97M-V/def2-TZVPD.

Element x y z (Å)
1 H 0.78956 -1.90616 2.23373
2 N -0.21384 -1.74696 2.19669
3 C -0.38836 -0.63334 2.81119
4 N -1.59082 -0.02292 2.96648
5 H 0.48226 -0.19137 3.30712
6 H -1.55281 0.87870 3.40325
7 H -2.28386 -0.32959 2.30840
8 C 1.03101 1.79152 -1.34047
9 S 0.67618 0.46189 -2.54919
10 C -0.25706 -0.67837 -1.40537
11 H 2.01530 2.24036 -1.32910
12 H 0.28985 2.58950 -1.25178
13 H 0.89058 1.24575 -0.40117
14 H 0.58866 -1.07792 -0.84843
15 H -0.83492 -1.25384 -2.12496
16 H -0.97318 -0.13582 -0.78854

The calculation puts the energy at -17087.7288 eV. The LUMO energy is 0.73 eV. As for the SMILES: [H]/N=C/N.CSC. The value obtained for the HOMO-LUMO gap is 9.12 eV. The energy relative to the best compared isomer or geometry (same formula, charge and spin) is 20.2 kcal/mol. Its charge is 0. The HOMO energy is -8.39 eV.


Record 2
Below is 2 unconnected molecules or ions with the total composition C3H10N2S in a non-equilibrium geometry, with properties calculated with wB97M-V/def2-TZVPD.

Element x y z (Å)
1 H -1.79448 -1.89301 0.08873
2 N -1.27606 -1.32229 -0.57170
3 C -1.91269 -1.20120 -1.66996
4 N -1.26416 -1.04716 -2.86212
5 H -2.88365 -1.68786 -1.79508
6 H -1.70987 -1.50998 -3.63605
7 H -0.26004 -1.06110 -2.89600
8 C 0.04979 1.03998 2.21427
9 S 1.63120 0.14339 2.09973
10 C 2.41140 1.07093 0.73206
11 H 0.32416 2.09380 2.25719
12 H -0.38675 0.76344 3.16539
13 H -0.57250 0.85028 1.34929
14 H 2.35638 2.14333 0.91885
15 H 3.46334 0.80455 0.74960
16 H 1.82393 0.81291 -0.14418

The calculation puts the energy at -17087.7162 eV. The LUMO energy is 0.95 eV. As for the SMILES: [H]/N=C/N.CSC. The value obtained for the HOMO-LUMO gap is 9.01 eV. The energy relative to the best compared isomer or geometry (same formula, charge and spin) is 20.5 kcal/mol. Its charge is 0. The HOMO energy is -8.06 eV.


Record 3
Below is C3H10N2S2 in the gas phase in a non-equilibrium geometry, with properties calculated with wB97M-V/def2-TZVPD.

Element x y z (Å)
1 C 1.59198 0.05981 0.05229
2 C 0.24008 0.81691 -0.31360
3 S 0.33220 2.57445 0.04349
4 S -0.21906 0.47623 -2.13295
5 C -1.03168 0.24330 0.58383
6 N -0.76730 -1.06078 0.99371
7 N -1.06085 -2.05166 -0.05934
8 H 2.19886 0.65086 -0.63079
9 H 1.41236 -1.02782 -0.07123
10 H 1.78419 0.26047 1.21297
11 H 1.70620 2.68607 0.54109
12 H 1.03490 0.34050 -2.58251
13 H -1.00842 0.91168 1.53044
14 H -1.94102 0.38029 -0.12303
15 H -1.34281 -1.32258 1.81177
16 H -2.04707 -2.42607 0.04828
17 H -0.88256 -1.51166 -0.90442

The calculation puts the energy at -27921.2199 eV. The LUMO energy is 0.64 eV. As for the SMILES: CC(S)(S)CNN. The value obtained for the HOMO-LUMO gap is 9.20 eV. The energy relative to the best compared isomer or geometry (same formula, charge and spin) is 62.8 kcal/mol. Its charge is 0. The HOMO energy is -8.56 eV.


Record 4
Below is 2 unconnected molecules or ions with the total composition C3H10N3 in a non-equilibrium geometry, with properties calculated with wB97M-V/def2-TZVPD.

Element x y z (Å)
1 C 2.01444 -0.89410 0.48659
2 C 1.48124 0.46993 0.04231
3 C -1.80275 0.13306 -0.35790
4 N 2.03486 -0.18914 -0.85935
5 N 0.87391 1.65358 0.15346
6 N -0.72212 -0.72451 0.16960
7 H 2.93179 -0.86570 1.18154
8 H 1.38986 -1.66524 0.72457
9 H -2.79375 0.12645 0.12362
10 H -1.55648 1.18277 -0.16501
11 H -2.02241 0.01154 -1.35297
12 H 2.20087 -0.40212 -1.78505
13 H 0.29084 2.09600 -0.53886
14 H 0.94330 2.15015 1.00583
15 H -0.91322 -1.70718 0.11337
16 H -0.66475 -0.53386 1.17470

The calculation puts the energy at -7734.0213 eV. The LUMO energy is -3.35 eV. The value obtained for the HOMO-LUMO gap is 10.44 eV. The energy relative to the best compared isomer or geometry (same formula, charge and spin) is 97.8 kcal/mol. Its charge is +1. The HOMO energy is -13.79 eV.


Record 5
Below is 4 unconnected molecules or ions with the total composition C3H10N3 in a non-equilibrium geometry, with properties calculated with wB97M-V/def2-TZVPD.

Element x y z (Å)
1 C 1.56685 -0.13760 -0.36559
2 C 2.34574 0.91532 -0.16735
3 C -0.02119 1.84566 -0.05252
4 N 0.98952 1.11074 -0.11589
5 N 1.21271 -1.24220 -0.97194
6 N -2.43589 0.49572 -0.52009
7 H 1.55659 -2.10695 1.27635
8 H 3.26430 1.46409 -0.30020
9 H 2.31289 -2.16037 1.69080
10 H -0.02955 2.85303 0.12279
11 H -0.94735 1.39501 -0.03224
12 H 1.79812 -2.00271 -1.21996
13 H -3.26723 0.14693 -0.08455
14 H -2.51048 0.20489 -1.48568
15 H -2.71528 1.47163 -0.65987
16 H 0.33450 -1.62663 -0.59090

The calculation puts the energy at -7731.8670 eV. The LUMO energy is -3.36 eV. The value obtained for the HOMO-LUMO gap is 10.36 eV. The energy relative to the best compared isomer or geometry (same formula, charge and spin) is 147.5 kcal/mol. Its charge is +1. The HOMO energy is -13.72 eV.


Record 6
Below is 2 unconnected molecules or ions with the total composition C3H10N3 in a non-equilibrium geometry, with properties calculated with wB97M-V/def2-TZVPD.

Element x y z (Å)
1 C -1.01249 2.02971 -0.99935
2 N -0.22402 2.52319 -0.10057
3 H -1.67767 1.17210 -0.79367
4 H -1.20970 2.56463 -1.96475
5 H 0.49709 3.13647 -0.52805
6 C 0.05063 -1.15957 -0.34350
7 C 0.67762 -0.85576 0.80338
8 N 1.39190 0.22057 1.15760
9 N -0.70054 -2.41908 -0.41110
10 H 0.06958 -0.64397 -1.34967
11 H 0.54284 -1.59718 1.64330
12 H 1.79127 0.16233 2.07411
13 H 1.04032 1.13949 0.82668
14 H -0.22608 -3.17274 -0.97101
15 H -1.62775 -2.32635 -0.76170
16 H -0.76583 -2.79390 0.54008

The calculation puts the energy at -7735.1297 eV. The LUMO energy is -3.55 eV. The value obtained for the HOMO-LUMO gap is 9.45 eV. The energy relative to the best compared isomer or geometry (same formula, charge and spin) is 72.3 kcal/mol. Its charge is +1. The HOMO energy is -13.00 eV.


Record 7
Below is 2 unconnected molecules or ions with the total composition C3H10N3 in a non-equilibrium geometry, with properties calculated with wB97M-V/def2-TZVPD.

Element x y z (Å)
1 C 2.83824 0.08124 -0.51400
2 C 0.80035 -0.36552 0.80511
3 C 1.73012 -0.61912 -0.42222
4 N 0.37611 0.91778 0.48965
5 N -0.65179 1.15714 -0.12824
6 N -2.81215 -0.19677 -0.00204
7 H 3.66743 -0.19847 -1.16987
8 H 2.91674 1.02250 0.08035
9 H -0.15776 -0.98588 0.78341
10 H 1.52573 -0.56767 1.68326
11 H 1.57167 -1.43752 -1.07075
12 H -1.62373 0.50770 -0.32120
13 H -0.78382 2.13562 -0.39087
14 H -3.11492 -0.86370 -0.82843
15 H -3.71511 0.26497 0.19095
16 H -2.56710 -0.85230 0.81488

The calculation puts the energy at -7733.7359 eV. The LUMO energy is -4.55 eV. The value obtained for the HOMO-LUMO gap is 9.43 eV. The energy relative to the best compared isomer or geometry (same formula, charge and spin) is 104.4 kcal/mol. Its charge is +1. The HOMO energy is -13.99 eV.


> charge of number 1 (C3H10N2S)?

0